# C8H12N4

A cluster of 4 separate species, C8H12N4 in total (wB97M-V/def2-TZVPD, the OMol25 dataset).

Each line ends with the Mulliken charge.
CARTESIAN COORDINATES (ANGSTROEM)
1 N -0.29239 -5.02134 -1.65925  -0.405
2 N 1.42176 2.64061 -1.23327  -0.470
3 H 3.40036 4.76346 -2.33666  0.265
4 H -2.84847 -3.60579 -0.41753  0.321
5 C -0.99959 -4.17712 -1.31367  0.341
6 C -0.84881 -0.65929 3.06215  -0.344
7 C -1.93513 -1.56060 3.36785  0.274
8 H -2.36535 -2.58036 -1.69805  0.228
9 C 2.40244 3.35051 -1.27581  0.475
10 H 0.75854 0.42304 -1.71773  0.283
11 C -0.68484 -0.13979 -0.36779  0.551
12 C 0.06655 0.93667 -1.05033  -0.836
13 H -0.98253 -0.46487 1.99800  -0.019
14 N -2.78044 -2.33671 3.74775  -0.465
15 N -1.28521 -0.95679 0.17901  -0.611
16 H 4.44897 3.61763 -1.49534  0.268
17 H 3.72487 4.93209 -0.59699  0.292
18 H -1.69090 -2.41058 -0.02410  0.234
19 H -0.55243 1.49504 -1.75261  0.317
20 H 0.07870 -1.09393 3.43487  0.289
21 C 3.54550 4.22035 -1.40281  -0.903
22 H 0.58541 1.58635 -0.34548  0.362
23 H -1.19364 0.13861 3.71984  0.243
24 C -1.97337 -3.09725 -0.82210  -0.691

The spin multiplicity is 1. The calculation puts the lowest unoccupied orbital energy at 0.0 eV. The HOMO energy comes out at -10.4 eV. As for the structure (SMILES): CC#N.CC#N.CC#N.CC#N.

# C4H7N

A structure of composition C4H7N (wB97M-V/def2-TZVPD, the OMol25 dataset).

Each line ends with the Mulliken charge.
CARTESIAN COORDINATES (ANGSTROEM)
1 C -2.27134 0.08312 -0.01948  -0.321
2 H 0.77710 1.46766 -1.46911  -0.112
3 H -1.02741 0.22664 1.92030  0.368
4 H 1.36171 -1.18860 -1.07520  0.250
5 H -3.11810 0.78720 -0.40989  0.263
6 H 0.47793 2.11002 -1.09776  0.111
7 C -1.37376 -0.00534 0.94064  -0.344
8 C 0.85594 -1.31989 -0.02582  -0.847
9 C -0.52463 -0.75899 -0.08749  0.611
10 H 0.84091 -2.37603 0.17478  0.324
11 H 1.28438 -0.74482 0.77357  0.289
12 N -1.36709 -0.63697 -1.01357  -0.592

The spin multiplicity is 1. The calculation puts the lowest unoccupied orbital energy at 0.2 eV. The HOMO energy comes out at -8.6 eV.

# C11H14ClN2

A cluster of 2 separate species, C11H14ClN2 in total (wB97M-V/def2-TZVPD, the OMol25 dataset).

Each line ends with the Mulliken charge.
CARTESIAN COORDINATES (ANGSTROEM)
1 H 0.94317 -2.77429 -0.06022  0.437
2 H 1.03436 2.11632 -1.34672  0.358
3 N 0.45125 1.66953 0.60154  0.113
4 H 3.26593 2.38154 0.99090  0.301
5 H -0.46099 -0.05486 -1.97000  0.285
6 H 0.94771 2.42454 2.49899  0.374
7 Cl -1.51905 0.16053 1.66836  -0.038
8 H 1.90254 0.79960 -0.68563  0.348
9 H -0.17800 -4.76996 0.58571  0.429
10 C -2.09942 -4.24535 -0.31704  -0.211
11 H 2.00886 4.37007 1.67318  0.352
12 C -0.09258 -2.93550 -0.29221  -0.205
13 H 3.11668 3.58570 -0.41418  0.293
14 H -3.79822 -3.33843 -1.07817  0.389
15 C -0.73236 -4.09742 0.02703  -0.608
16 H -2.74516 -1.36062 -1.82937  0.302
17 C 1.49581 3.77321 0.91650  -0.633
18 C -2.12388 -2.05555 -1.25810  -0.007
19 C 1.47098 1.83344 -0.43868  -0.593
20 C -0.34768 0.67896 0.64964  0.370
21 C 2.45991 2.80897 0.24510  -0.500
22 C 0.50615 2.77534 1.57752  -0.678
23 H -2.43527 -5.33711 -0.22658  0.318
24 C -2.75039 -3.22046 -1.03138  -0.758
25 C -0.72261 -1.87886 -0.95067  0.365
26 N -0.02770 -0.88220 -1.39280  -0.506
27 H 0.89065 4.32380 0.17537  0.321
28 H -0.46070 3.24906 1.68191  0.382

The spin multiplicity is 1. The calculation puts the lowest unoccupied orbital energy (alpha / beta) at -5.3 / -4.8 eV. The HOMO energy (alpha / beta) comes out at -11.5 / -12.9 eV. As for the total charge: +1.

# C2H3Cl3Si

The molecule C2H3Cl3Si (wB97M-V/def2-TZVPD, the OMol25 dataset).

Each line ends with the Mulliken charge.
CARTESIAN COORDINATES (ANGSTROEM)
1 Cl -2.18640 -1.30794 2.08990  -0.199
2 Si -0.16282 -0.29683 0.04828  0.453
3 C -1.98075 -0.29733 0.65907  -0.006
4 Cl -3.29033 1.75809 -0.92036  -0.117
5 H -0.53383 0.08167 -1.28313  -0.128
6 C -3.34661 0.78061 0.42871  0.259
7 H 0.84159 0.74184 0.45746  -0.080
8 H 0.06376 -1.74270 0.20962  -0.075
9 Cl -4.78855 0.35527 1.21249  -0.108

The spin multiplicity is 1. The calculation puts the lowest unoccupied orbital energy (alpha / beta) at -0.6 / -0.4 eV. The HOMO energy (alpha / beta) comes out at -8.4 / -8.6 eV. As for the structure (SMILES): [SiH3]C(Cl)=C(Cl)Cl.

# C5H11N

The molecule C5H11N (wB97M-V/def2-TZVPD, the OMol25 dataset).

Each line ends with the Mulliken charge.
CARTESIAN COORDINATES (ANGSTROEM)
1 H 0.15542 0.47757 1.79351  0.409
2 N -1.36383 -0.75465 -1.00406  -0.600
3 H 2.15473 -1.18889 1.05155  0.295
4 H 0.89862 0.46041 -1.22986  0.243
5 H -1.69985 2.09298 0.98408  0.252
6 C 1.16003 0.40830 -0.13212  -0.527
7 C -1.36407 -0.05298 0.26498  -0.062
8 C -0.04462 0.54193 0.73050  -0.079
9 H -1.06427 1.89268 -0.74193  0.279
10 H -1.12919 -1.74605 -0.80039  0.215
11 C -1.14801 1.44680 0.24957  -0.803
12 H 1.25292 -1.72699 -0.42061  0.258
13 C 1.87673 -0.92522 0.01380  -1.110
14 H 2.84500 -0.95306 -0.56034  0.323
15 H -2.33255 -0.72604 -1.36696  0.235
16 H -2.01543 -0.47099 1.05610  0.287
17 H 1.81838 1.22420 0.11216  0.384

The spin multiplicity is 1. The calculation puts the lowest unoccupied orbital energy at 1.2 eV. The HOMO energy comes out at -9.3 eV. As for the structure (SMILES): CC[C@H]1C[C@H]1N.

# C11H22InNO3

A structure of composition C11H22InNO3 (wB97M-V/def2-TZVPD, the OMol25 dataset).

Each line ends with the Mulliken charge.
CARTESIAN COORDINATES (ANGSTROEM)
1 O -0.59677 -0.93106 -0.86189  -0.263
2 C -0.11151 2.71837 -1.24432  -1.009
3 H -0.82229 -3.30606 1.84341  0.193
4 H -0.31668 -4.64990 2.80940  0.377
5 H -2.60815 2.61779 -0.32237  0.438
6 H 1.64998 -1.60001 0.12567  0.038
7 H 2.71374 -0.65611 1.10116  0.451
8 H -0.87584 -0.27451 1.65087  0.356
9 C 0.92483 0.41488 0.37164  1.978
10 C -2.07338 1.69678 -0.09290  -1.564
11 O 0.00415 -5.99631 0.46678  -0.227
12 O 0.38877 -4.29342 -0.48057  -0.333
13 C 1.55503 1.83550 0.42091  -1.391
14 H -1.76731 1.79288 0.94533  0.388
15 N 0.00682 0.32124 -0.78558  0.396
16 H -2.02545 0.16374 -2.48799  0.375
17 C -0.05002 -4.06954 1.92505  -0.681
18 C 0.09089 0.24392 1.67899  -1.722
19 C 0.12299 -4.77967 0.65567  0.736
20 H -0.76981 3.58589 -1.29704  0.422
21 H -0.73486 0.82509 -3.15802  0.351
22 C -1.54361 1.15151 -2.49601  -1.701
23 H 2.69784 -0.39303 -0.64471  0.371
24 C 2.07128 -0.59175 0.22391  -1.698
25 H -0.07163 3.21379 0.83876  0.308
26 H -1.30211 -0.97600 -0.18946  0.319
27 C -0.93331 1.41794 -1.11416  1.068
28 In 1.08024 -2.50957 -2.75615  1.023
29 H 0.57384 -0.55679 2.25302  0.466
30 H 1.25962 3.86659 -0.20976  0.417
31 H 0.97080 -3.69971 2.08409  0.262
32 H 0.54285 2.73099 -2.11547  0.378
33 H -0.05279 1.03526 2.41075  0.335
34 H 1.90960 1.94881 1.45126  0.454
35 H -2.84319 0.91979 -0.11290  0.395
36 H 2.53243 1.89163 -0.06480  0.495
37 C 0.64579 3.00413 0.04982  -0.620
38 H -2.24276 1.88693 -2.87237  0.423

The spin multiplicity is 1. The calculation puts the lowest unoccupied orbital energy at -13.1 eV. The HOMO energy comes out at -15.7 eV. As for the total charge: +2.

Q: Which ΔE to the lowest compared entry with this formula, charge and spin values were calculated for the entries above? A: 5.234 4.975 3.126 7.600 0.967 2.149, in eV.
Q: Which max |F| values were calculated for the entries above? A: 10.90 3.21 4.29 7.35 1.56 2.77, in eV/A.
Q: Which M values were calculated for the entries above? A: 164.21 69.11 209.70 161.49 85.15 331.12, in Da.